# 1
{"formula": "C4H9NO2S", "method": "ωB97M-V with the def2-TZVPD basis set", "lumo_ha": [0.0282, -0.1113], "charge": 0, "e_homo_ev": [-4.571, -9.282], "spin_multiplicity": 3, "homo_lumo_gap_ev": [5.3, 6.3], "relative_energy_kcal_mol": 86.3, "symbols": ["C", "C", "C", "C", "N", "O", "O", "S", "H", "H", "H", "H", "H", "H", "H", "H", "H"], "xyz": [[0.104, -1.690, -1.134], [0.210, -0.440, -0.745], [-2.083, 1.335, 0.093], [0.901, 0.083, 1.081], [1.818, -0.851, 1.604], [1.285, 1.562, -1.725], [-0.872, 1.843, -0.501], [-0.062, 0.993, -1.661], [-0.020, -2.061, -2.274], [0.534, -2.590, -0.626], [-2.090, 0.282, -0.163], [-3.001, 1.731, -0.457], [-2.177, 1.401, 1.129], [0.022, 0.141, 1.697], [1.370, 1.003, 0.806], [1.291, -1.725, 1.639], [2.771, -1.018, 1.237]]}



# 2
{"formula": "C4H9NO3", "method": "ωB97M-V with the def2-TZVPD basis set", "lumo_ha": 0.0212, "charge": 0, "smiles": "O=CCCNC=O.O", "e_homo_ev": -9.690, "homo_lumo_gap_ev": 10.3, "relative_energy_kcal_mol": 32.3, "symbols": ["O", "C", "C", "C", "N", "C", "O", "H", "H", "H", "H", "H", "H", "H", "O", "H", "H"], "xyz": [[1.901, 2.033, -1.624], [0.980, 1.335, -1.286], [0.960, -0.151, -1.587], [-0.262, -0.907, -1.044], [0.006, -1.717, 0.137], [-0.348, -1.280, 1.374], [0.006, -1.775, 2.421], [0.133, 1.799, -0.746], [1.021, -0.298, -2.664], [1.926, -0.493, -1.208], [-1.003, -0.174, -0.735], [-0.696, -1.528, -1.825], [0.675, -2.478, 0.092], [-1.017, -0.407, 1.366], [-1.247, 1.853, 2.127], [-2.105, 2.292, 2.169], [-0.929, 1.895, 3.034]]}



# 3
{"formula": "C4H9NO3", "method": "ωB97M-V with the def2-TZVPD basis set", "lumo_ha": -0.1109, "charge": 0, "e_homo_ev": -8.662, "homo_lumo_gap_ev": 5.6, "relative_energy_kcal_mol": 243.2, "symbols": ["O", "C", "C", "C", "C", "O", "N", "H", "H", "H", "H", "H", "H", "H", "H", "H", "O"], "xyz": [[1.977, 2.255, 1.409], [1.417, 1.242, 1.631], [0.471, 0.350, 0.741], [0.252, 0.845, -0.694], [-0.392, 0.429, -1.990], [-1.140, -1.044, -1.508], [1.183, -1.043, 0.956], [1.380, 0.827, 2.592], [-0.406, 0.109, 1.159], [0.705, 1.894, -1.132], [-1.220, 0.410, -2.843], [0.667, 0.264, -2.609], [1.541, -1.645, 0.212], [0.310, -1.585, 1.272], [-3.049, -1.311, 0.567], [-1.594, -0.917, -0.473], [-2.100, -1.079, 0.711]]}



# 4
{"formula": "C4H9NO3", "method": "ωB97M-V with the def2-TZVPD basis set", "lumo_ha": 0.0245, "charge": 0, "e_homo_ev": -9.367, "homo_lumo_gap_ev": 10.0, "relative_energy_kcal_mol": 74.2, "symbols": ["C", "C", "C", "C", "N", "O", "O", "O", "H", "H", "H", "H", "H", "H", "H", "H", "H"], "xyz": [[-0.731, -1.341, 0.426], [2.164, -0.117, -0.159], [-1.385, 2.133, -0.413], [-1.190, 0.676, -0.704], [-0.353, -1.913, 1.539], [-0.951, -0.005, 0.478], [1.405, -1.263, 0.112], [-1.263, 0.136, -1.768], [-1.030, -1.829, -0.499], [0.954, -1.618, 1.215], [-0.460, -2.921, 1.490], [3.135, -0.152, 0.348], [1.652, 0.805, 0.158], [2.351, -0.045, -1.235], [-0.510, 2.523, 0.109], [-1.543, 2.671, -1.344], [-2.245, 2.261, 0.246]]}



# 5
{"formula": "C4H9NO3", "method": "ωB97M-V with the def2-TZVPD basis set", "lumo_ha": 0.0251, "charge": 0, "smiles": "C[C@@H](O)[C@H](N)C(=O)O", "e_homo_ev": -9.651, "homo_lumo_gap_ev": 10.3, "relative_energy_kcal_mol": 21.4, "symbols": ["C", "C", "O", "C", "N", "C", "O", "O", "H", "H", "H", "H", "H", "H", "H", "H", "H"], "xyz": [[1.170, -1.770, 0.108], [1.128, -0.244, 0.323], [2.370, 0.287, 0.027], [0.007, 0.436, -0.476], [0.032, 1.891, -0.459], [-1.327, -0.009, 0.037], [-1.879, 0.504, 1.025], [-1.891, -1.024, -0.666], [0.252, -2.258, 0.398], [1.430, -1.768, -0.986], [1.938, -2.210, 0.760], [0.883, -0.006, 1.389], [2.438, 1.074, 0.574], [0.091, 0.042, -1.491], [0.976, 2.186, -0.740], [-0.184, 2.293, 0.436], [-2.719, -1.200, -0.167]]}



# 6
{"formula": "C4H9NO3", "method": "ωB97M-V with the def2-TZVPD basis set", "lumo_ha": 0.0260, "charge": 0, "smiles": "OO[C@]1(O)CN1.C=C", "e_homo_ev": -8.899, "homo_lumo_gap_ev": 9.6, "relative_energy_kcal_mol": 151.5, "symbols": ["O", "O", "C", "O", "C", "N", "H", "H", "H", "H", "H", "C", "C", "H", "H", "H", "H"], "xyz": [[-0.568, 2.154, 1.241], [0.556, 1.332, 0.887], [0.289, -0.040, 1.132], [1.379, -0.721, 0.804], [-1.136, -0.578, 0.827], [-0.560, -0.459, 2.176], [-0.119, 2.957, 1.543], [1.398, -0.798, -0.275], [-1.262, -1.606, 0.520], [-1.918, 0.114, 0.548], [-0.946, 0.317, 2.702], [-0.135, -0.197, -1.926], [1.112, -0.705, -1.974], [-0.303, 0.865, -1.848], [-1.009, -0.828, -1.978], [1.954, -0.055, -2.175], [1.267, -1.751, -2.203]]}



# 7
{"formula": "C4H9NO3", "method": "ωB97M-V with the def2-TZVPD basis set", "lumo_ha": [-0.1310, -0.3468], "charge": 1, "e_homo_ev": [-14.443, -14.426], "spin_multiplicity": 2, "homo_lumo_gap_ev": [10.9, 5.0], "relative_energy_kcal_mol": 48.2, "symbols": ["C", "C", "C", "O", "N", "C", "O", "O", "H", "H", "H", "H", "H", "H", "H", "H", "H"], "xyz": [[-0.613, 0.342, -0.181], [0.100, 0.960, 1.064], [1.157, 0.140, 1.789], [0.697, -1.175, 2.041], [-0.026, 0.571, -1.556], [-0.474, -0.322, -2.567], [-1.585, -1.058, -2.184], [0.005, -0.400, -3.695], [-1.740, 0.731, -0.177], [-0.724, -0.841, -0.013], [0.323, 2.058, 1.175], [-0.777, 1.007, 1.734], [2.114, 0.052, 1.187], [1.568, 0.539, 2.615], [0.571, -1.419, 2.983], [0.943, 0.773, -1.464], [-1.540, -1.956, -2.749]]}



# 8
{"formula": "C4H9NO3PReS5Sb", "method": "ωB97M-V with the def2-TZVPD basis set", "lumo_ha": -0.4671, "charge": 3, "e_homo_ev": -19.592, "homo_lumo_gap_ev": 6.9, "symbols": ["Re", "S", "Sb", "S", "S", "S", "C", "O", "P", "O", "C", "O", "C", "H", "H", "H", "H", "H", "H", "H", "H", "H", "S", "C", "N"], "xyz": [[-0.130, 0.592, 0.962], [-2.771, 3.685, 4.236], [-0.684, 4.104, 4.193], [0.061, -0.261, 2.811], [-0.445, 2.646, 1.058], [1.371, 4.634, 4.335], [2.577, -2.005, -1.005], [2.401, -0.540, -1.079], [2.223, 0.491, 0.052], [3.048, 0.192, 1.323], [4.538, 0.123, 1.323], [2.590, 1.872, -0.518], [2.767, 2.298, -1.927], [3.428, -2.227, -1.639], [1.673, -2.455, -1.400], [2.763, -2.302, 0.024], [4.789, -0.524, 2.155], [4.913, 1.130, 1.470], [4.886, -0.298, 0.383], [3.486, 3.108, -1.883], [1.806, 2.645, -2.292], [3.144, 1.463, -2.508], [-3.255, -1.589, -1.515], [-2.147, -0.890, -0.765], [-1.215, -0.317, -0.156]]}



# 9
{"formula": "C4H9NO3S", "method": "ωB97M-V with the def2-TZVPD basis set", "lumo_ha": [-0.0157, -0.0121], "charge": 0, "e_homo_ev": [-7.964, -7.734], "homo_lumo_gap_ev": [7.5, 7.4], "relative_energy_kcal_mol": 131.9, "symbols": ["C", "C", "C", "C", "N", "O", "O", "O", "S", "H", "H", "H", "H", "H", "H", "H", "H", "H"], "xyz": [[0.369, -0.831, 1.658], [1.314, -0.305, -1.840], [1.094, 0.773, -0.794], [-0.176, 0.399, -0.026], [-0.884, 1.564, 0.506], [-2.905, -0.186, 1.112], [-0.765, -1.527, 1.894], [-0.986, -0.571, -0.533], [-2.312, -1.172, 0.183], [0.969, -1.722, 1.285], [0.583, -0.472, -2.563], [1.573, -1.328, -1.446], [2.219, -0.107, -2.323], [1.087, 1.717, -1.461], [1.760, 0.830, 0.136], [-0.458, 2.461, 0.368], [-1.366, -1.010, 2.378], [-1.116, 1.488, 1.465]]}



# 10
{"formula": "C4H9NO6S2", "method": "ωB97M-V with the def2-TZVPD basis set", "lumo_ha": 0.2239, "charge": -2, "smiles": "CC(C)[C@@H](NS(=O)(=O)[O-])S(=O)(=O)[O-]", "e_homo_ev": -1.940, "homo_lumo_gap_ev": 8.0, "symbols": ["C", "C", "C", "C", "N", "S", "O", "O", "O", "S", "O", "O", "O", "H", "H", "H", "H", "H", "H", "H", "H", "H"], "xyz": [[-1.431, -0.156, -1.432], [-0.999, 0.549, -0.137], [-0.442, 1.956, -0.488], [0.025, -0.238, 0.684], [1.091, -0.782, -0.303], [1.051, -2.496, -0.434], [-0.256, -3.022, 0.036], [2.142, -3.025, 0.387], [1.333, -2.684, -1.847], [0.767, 0.921, 1.918], [-0.339, 1.863, 2.285], [1.899, 1.592, 1.237], [1.146, 0.121, 3.041], [-0.600, -0.597, -2.004], [-2.142, -0.936, -0.974], [-1.992, 0.594, -1.940], [-1.901, 0.791, 0.517], [0.619, 1.774, -0.938], [-0.514, 2.613, 0.288], [-1.003, 2.368, -1.242], [-0.314, -1.032, 1.318], [1.862, -0.174, 0.029]]}



# 11
{"formula": "C4H9NOS", "method": "ωB97M-V with the def2-TZVPD basis set", "lumo_ha": 0.0258, "charge": 0, "smiles": "O=CNCCCS", "e_homo_ev": -9.257, "homo_lumo_gap_ev": 10.0, "relative_energy_kcal_mol": 46.6, "symbols": ["O", "C", "N", "C", "C", "C", "S", "H", "H", "H", "H", "H", "H", "H", "H", "H"], "xyz": [[3.300, -0.282, -0.082], [2.186, -0.762, -0.243], [1.034, -0.068, -0.502], [-0.225, -0.487, -1.037], [-1.365, -0.372, -0.149], [-1.306, 0.866, 0.828], [-0.012, 1.112, 2.150], [2.026, -1.898, -0.283], [1.112, 0.941, -0.216], [-0.033, -1.472, -1.425], [-0.445, 0.186, -2.031], [-1.360, -1.297, 0.599], [-2.418, -0.589, -0.653], [-2.280, 0.894, 1.405], [-1.284, 1.732, 0.248], [1.070, 1.496, 1.392]]}



# 12
{"formula": "C4H9NOS", "method": "ωB97M-V with the def2-TZVPD basis set", "lumo_ha": 0.0142, "charge": 0, "smiles": "N[C@@H](C=O)CCS", "e_homo_ev": -9.188, "homo_lumo_gap_ev": 9.6, "relative_energy_kcal_mol": 64.7, "symbols": ["N", "C", "C", "O", "C", "C", "S", "H", "H", "H", "H", "H", "H", "H", "H", "H"], "xyz": [[-1.906, 0.655, 1.072], [-1.457, -0.296, 0.078], [-2.210, -0.140, -1.375], [-2.433, 1.017, -1.743], [0.145, 0.030, -0.105], [1.178, -0.425, 1.032], [2.989, -0.472, 0.393], [-1.311, 0.501, 1.867], [-1.767, 1.578, 0.670], [-1.615, -1.220, 0.512], [-2.057, -0.939, -2.073], [0.500, -0.464, -0.998], [0.323, 1.109, -0.174], [1.012, -1.511, 1.302], [0.919, 0.322, 1.893], [3.040, 0.451, -0.629]]}



# 13
{"formula": "C4H9NOS", "method": "ωB97M-V with the def2-TZVPD basis set", "lumo_ha": [0.0234, 0.0234], "charge": 0, "e_homo_ev": [-7.213, -7.214], "homo_lumo_gap_ev": [7.8, 7.9], "relative_energy_kcal_mol": 172.3, "symbols": ["C", "C", "C", "C", "N", "O", "S", "H", "H", "H", "H", "H", "H", "H", "H", "H"], "xyz": [[2.047, 0.307, 1.189], [0.783, 0.026, 1.457], [-0.206, -0.237, -2.277], [-2.086, -1.030, 0.994], [0.487, -0.376, -0.975], [2.561, -0.478, -0.028], [-0.053, -1.188, 0.287], [2.778, 1.155, 1.461], [3.180, 0.098, -0.688], [0.178, 0.696, 2.092], [0.388, -0.569, -3.087], [-0.302, 0.852, -2.462], [-1.214, -0.591, -2.331], [-2.574, -0.199, 1.454], [-2.334, -1.257, -0.087], [-2.189, -1.813, 1.768]]}



# 14
{"formula": "C4H9NOS", "method": "ωB97M-V with the def2-TZVPD basis set", "lumo_ha": 0.0240, "charge": 0, "smiles": "C[C@H](CS)NC=O", "e_homo_ev": -9.472, "homo_lumo_gap_ev": 10.1, "relative_energy_kcal_mol": 42.8, "symbols": ["C", "C", "C", "S", "N", "C", "O", "H", "H", "H", "H", "H", "H", "H", "H", "H"], "xyz": [[0.538, -1.475, 0.759], [0.429, 0.009, 0.254], [-0.406, 1.061, 0.971], [-2.260, 1.280, 0.668], [-0.209, -0.032, -1.201], [0.577, -0.375, -2.248], [1.792, -0.492, -2.002], [1.097, -2.078, 0.060], [-0.403, -2.006, 0.841], [1.173, -1.320, 1.623], [1.471, 0.359, 0.310], [-0.413, 0.870, 2.122], [0.214, 1.976, 0.774], [-2.421, 2.173, 1.631], [-1.164, 0.393, -1.335], [-0.014, -0.343, -3.226]]}



# 15
{"formula": "C4H9NOS", "method": "ωB97M-V with the def2-TZVPD basis set", "lumo_ha": [0.0126, -0.0079], "charge": 0, "e_homo_ev": [-7.690, -7.455], "homo_lumo_gap_ev": [8.0, 7.2], "relative_energy_kcal_mol": 115.5, "symbols": ["C", "C", "C", "C", "N", "O", "S", "H", "H", "H", "H", "H", "H", "H", "H", "H"], "xyz": [[1.296, 0.021, 0.045], [-0.152, -0.433, -0.092], [-0.662, -0.946, 1.197], [-0.652, -0.606, -1.491], [-0.704, 2.042, -0.007], [1.516, 1.169, 0.948], [0.186, 2.006, 1.310], [1.797, -0.721, 0.670], [1.862, 0.017, -0.890], [-0.662, -0.006, 1.767], [0.216, -1.404, 1.714], [-1.650, -1.386, 1.211], [-0.191, 0.186, -1.963], [-1.693, -0.690, -1.659], [-0.316, -1.544, -1.951], [-0.190, 2.293, -0.809]]}



# 16
{"formula": "C4H9NOS", "method": "ωB97M-V with the def2-TZVPD basis set", "lumo_ha": 0.0206, "charge": 0, "smiles": "CC(C)(S)C(N)=O", "e_homo_ev": -9.560, "homo_lumo_gap_ev": 10.1, "relative_energy_kcal_mol": 47.9, "symbols": ["C", "C", "C", "S", "C", "N", "O", "H", "H", "H", "H", "H", "H", "H", "H", "H"], "xyz": [[-0.215, -1.118, -1.264], [0.010, 0.128, -0.312], [-0.397, -0.592, 1.391], [-0.993, 1.702, -0.611], [1.418, 0.413, -0.110], [1.515, 1.341, 0.905], [2.313, -0.319, -0.518], [-1.187, -1.504, -1.043], [-0.185, -0.842, -2.312], [0.447, -1.993, -1.084], [0.087, -1.491, 1.477], [-1.486, -0.554, 1.370], [-0.093, 0.119, 2.173], [-2.092, 1.470, 0.123], [0.617, 1.744, 1.030], [2.314, 1.846, 0.905]]}



# 17
{"formula": "C4H9NOS", "method": "ωB97M-V with the def2-TZVPD basis set", "lumo_ha": -0.1122, "charge": 0, "e_homo_ev": -7.987, "homo_lumo_gap_ev": 4.9, "relative_energy_kcal_mol": 131.4, "symbols": ["C", "N", "C", "C", "S", "C", "O", "H", "H", "H", "H", "H", "H", "H", "H", "H"], "xyz": [[2.089, -0.951, -0.098], [1.200, -0.215, 0.845], [-0.156, -0.411, 0.545], [-0.779, 0.366, -0.565], [0.111, 1.887, -0.932], [-0.841, -1.405, 1.308], [-2.036, -1.604, 1.344], [2.173, -0.353, -1.011], [1.745, -1.953, -0.347], [3.089, -0.992, 0.325], [1.436, 0.766, 0.865], [-2.261, 3.376, -1.229], [-1.821, 0.556, -0.279], [-0.793, -0.282, -1.458], [-2.976, 3.259, -1.240], [-0.180, -2.042, 1.927]]}



# 18
{"formula": "C4H9NOS", "method": "ωB97M-V with the def2-TZVPD basis set", "lumo_ha": 0.0339, "charge": 0, "smiles": "CO/N=C\\CSC", "e_homo_ev": -8.673, "homo_lumo_gap_ev": 9.6, "relative_energy_kcal_mol": 69.9, "symbols": ["C", "O", "N", "C", "C", "S", "C", "H", "H", "H", "H", "H", "H", "H", "H", "H"], "xyz": [[-2.410, 0.522, -0.158], [-1.227, -0.114, -0.440], [-0.994, -0.998, 0.624], [0.203, -1.448, 0.512], [1.191, -1.205, -0.634], [2.518, -0.184, -0.073], [1.673, 1.361, 0.308], [-2.575, 1.249, -0.977], [-2.333, 1.069, 0.803], [-3.233, -0.209, -0.128], [0.542, -2.048, 1.344], [1.580, -2.177, -0.889], [0.590, -0.833, -1.428], [2.392, 2.080, 0.655], [1.181, 1.747, -0.577], [0.902, 1.189, 1.058]]}



# 19
{"formula": "C4H9NOS", "method": "ωB97M-V with the def2-TZVPD basis set", "lumo_ha": 0.0235, "charge": 0, "smiles": "CNC(=O)CCS", "e_homo_ev": -9.398, "homo_lumo_gap_ev": 10.0, "relative_energy_kcal_mol": 13.8, "symbols": ["C", "N", "C", "O", "C", "C", "S", "H", "H", "H", "H", "H", "H", "H", "H", "H"], "xyz": [[-0.519, 2.316, 0.948], [-0.306, 0.977, 0.445], [0.905, 0.408, 0.394], [1.895, 0.892, 0.942], [1.015, -0.828, -0.496], [-0.116, -1.937, -0.318], [-1.647, -1.432, -1.071], [0.263, 2.550, 1.640], [-0.605, 3.102, 0.148], [-1.460, 2.336, 1.492], [-1.031, 0.542, -0.110], [1.077, -0.571, -1.551], [1.992, -1.327, -0.281], [-0.304, -2.090, 0.776], [0.252, -2.890, -0.729], [-1.409, -2.049, -2.229]]}



# 20
{"formula": "C4H9NOS", "method": "ωB97M-V with the def2-TZVPD basis set", "lumo_ha": 0.0271, "charge": 0, "smiles": "C[C@@H](CS)NC=O", "e_homo_ev": -9.185, "homo_lumo_gap_ev": 9.9, "relative_energy_kcal_mol": 12.3, "symbols": ["C", "C", "C", "S", "N", "C", "O", "H", "H", "H", "H", "H", "H", "H", "H", "H"], "xyz": [[-0.409, 0.296, 1.594], [-0.052, -0.338, 0.246], [-0.887, 0.204, -0.908], [-2.624, -0.244, -0.742], [1.372, -0.063, -0.004], [2.059, -0.666, -1.021], [1.663, -1.672, -1.565], [0.484, 0.298, 2.220], [-0.718, 1.336, 1.478], [-1.163, -0.287, 2.118], [-0.148, -1.423, 0.264], [-0.502, -0.155, -1.854], [-0.783, 1.257, -0.935], [-2.972, 0.728, 0.108], [1.683, 0.864, 0.242], [2.998, -0.136, -1.238]]}



no.,M (g mol⁻¹),largest force on an atom (eV/A)
1,135.19,6.63
2,119.12,0.69
3,119.12,7.11
4,119.12,2.72
5,119.12,2.90
6,119.12,3.29
7,119.12,4.54
8,618.40,0.46
9,151.19,3.90
10,231.25,4.70
11,119.19,5.48
12,119.19,5.39
13,119.19,4.72
14,119.19,3.62
15,119.19,2.55
16,119.19,5.49
17,119.19,3.19
18,119.19,2.42
19,119.19,2.15
20,119.19,1.21